Entry from OMol25: a structure of composition C40H52FN6O5Si2TeV in a non-equilibrium geometry (the ωB97M-V functional and the def2-TZVPD basis).

Atoms and positions in Å:
V (0.153, -0.140, 0.581)
C (6.436, -1.217, 4.238)
C (5.845, 0.186, 4.151)
N (4.817, 0.274, 3.130)
C (3.561, -0.059, 3.478)
C (2.494, 0.035, 2.636)
C (1.180, -0.508, 3.107)
O (1.034, -0.929, 4.237)
O (0.269, -0.491, 2.194)
C (2.660, 0.585, 1.317)
O (1.691, 0.816, 0.531)
C (4.026, 0.808, 0.911)
C (4.313, 1.159, -0.416)
C (5.610, 1.204, -0.857)
F (5.845, 1.461, -2.164)
C (6.688, 0.938, -0.004)
C (6.402, 0.655, 1.334)
C (5.096, 0.586, 1.811)
N (8.018, 0.919, -0.426)
C (8.874, -0.184, -0.072)
C (10.230, 0.372, 0.366)
N (10.803, 1.122, -0.781)
C (9.892, 2.208, -1.234)
C (8.512, 1.634, -1.576)
H (7.213, -1.245, 4.997)
H (6.851, -1.534, 3.283)
H (5.666, -1.929, 4.518)
H (6.615, 0.932, 3.946)
H (5.383, 0.448, 5.105)
H (3.402, -0.446, 4.474)
H (3.495, 1.337, -1.098)
H (7.227, 0.470, 2.002)
H (9.020, -0.861, -0.931)
H (8.429, -0.763, 0.736)
H (10.910, -0.431, 0.652)
H (10.103, 1.062, 1.203)
H (10.943, 0.463, -1.557)
H (11.716, 1.515, -0.529)
H (10.328, 2.690, -2.109)
H (9.799, 2.936, -0.426)
H (8.588, 0.983, -2.462)
H (7.854, 2.466, -1.823)
C (-7.317, 1.211, -7.050)
O (-6.956, 0.906, -5.719)
C (-6.335, -0.254, -5.441)
C (-6.011, -1.253, -6.365)
C (-5.352, -2.392, -5.956)
C (-4.924, -2.525, -4.628)
C (-5.290, -1.537, -3.690)
C (-6.004, -0.442, -4.089)
N (-4.245, -3.641, -4.247)
N (-3.456, -3.726, -3.299)
C (-2.622, -2.795, -2.809)
C (-1.989, -1.838, -3.639)
C (-1.088, -0.916, -3.162)
C (-0.806, -0.881, -1.784)
O (-0.003, -0.089, -1.137)
C (-1.441, -1.819, -0.933)
N (-1.122, -1.641, 0.372)
C (-1.638, -2.502, 1.252)
C (-2.497, -3.523, 0.871)
C (-2.846, -3.692, -0.461)
C (-2.301, -2.826, -1.414)
H (-7.738, 2.214, -7.020)
H (-8.068, 0.513, -7.426)
H (-6.447, 1.202, -7.712)
H (-6.283, -1.149, -7.402)
H (-5.121, -3.178, -6.656)
H (-5.053, -1.689, -2.645)
H (-6.334, 0.295, -3.375)
H (-2.213, -1.866, -4.695)
H (-0.594, -0.220, -3.825)
H (-1.360, -2.353, 2.292)
H (-2.895, -4.182, 1.624)
H (-3.514, -4.475, -0.774)
C (-2.357, 3.385, 4.659)
Si (-1.659, 3.236, 2.890)
C (-1.786, 4.918, 1.983)
C (0.166, 2.691, 2.912)
C (-2.732, 1.845, 2.078)
Te (-2.131, 0.974, 0.223)
C (-1.849, 2.758, -0.882)
Si (-3.583, 3.008, -1.700)
C (-3.728, 4.845, -2.172)
C (-3.553, 1.836, -3.208)
C (-5.035, 2.525, -0.558)
H (-1.775, 4.093, 5.241)
H (-2.335, 2.436, 5.188)
H (-3.384, 3.740, 4.660)
H (-1.745, 5.716, 2.718)
H (-2.709, 5.048, 1.430)
H (-0.959, 5.086, 1.298)
H (0.814, 3.492, 3.257)
H (0.494, 2.395, 1.913)
H (0.307, 1.853, 3.592)
H (-3.763, 2.170, 1.961)
H (-2.742, 0.987, 2.753)
H (-1.115, 2.524, -1.651)
H (-1.481, 3.579, -0.275)
H (-2.870, 5.188, -2.739)
H (-3.822, 5.476, -1.294)
H (-4.608, 5.009, -2.782)
H (-2.742, 2.081, -3.886)
H (-4.473, 1.905, -3.778)
H (-3.429, 0.798, -2.902)
H (-5.123, 3.192, 0.293)
H (-4.931, 1.506, -0.185)
H (-5.974, 2.584, -1.099)

Its maximum force is 7.91 eV Å⁻¹. Its net charge is +2. The spin multiplicity is 3. For the energy above the lowest of the compared OMol25 structures with the same formula, charge and spin, the calculation gives 80.8 kcal per mole. The LUMO energy (alpha / beta) is -0.1893 / -0.1921 Ha. The total energy comes out at -4150.5811 Eh. As for the HOMO energy (alpha / beta): -10.15 / -10.24 eV.